2 unconnected molecules or ions with the total composition C2H7NO. Source: the OMol25 dataset; level of theory: ωB97M-V/def2-TZVPD.

Last column: natural (NBO) charge in e.
Positions of all 11 atoms, in Å:
C1 -0.091 -1.493 0.860  -0.513
C2 -0.917 -0.474 0.642  -0.001
N1 -1.114 0.091 -0.624  -0.834
H1 0.493 -1.925 0.055  0.185
H2 0.132 -1.873 1.846  0.212
H3 -1.502 -0.044 1.443  0.198
H4 -0.776 -0.505 -1.365  0.372
H5 -2.030 0.462 -0.840  0.385
O1 1.814 1.560 -0.539  -0.943
H6 2.287 1.072 -1.219  0.460
H7 1.045 1.003 -0.354  0.479

Highest occupied orbital energy = -8.7 eV
HOMO-LUMO gap = 9.69 eV
DFT total energy = -5724.4725 eV
Structure (SMILES) = C=CN.O
E_LUMO = 0.96 eV
Energy relative to the best compared isomer or geometry (same formula, charge and spin) = 0.7690 eV

---

C2H7NO in the gas phase at a distorted geometry. Source: the OMol25 dataset; level of theory: ωB97M-V/def2-TZVPD.

Last column: natural (NBO) charge in e.
Positions of all 11 atoms, in Å:
N1 1.098 -0.883 -0.146  -0.846
C1 0.741 0.333 0.376  -0.302
C2 -0.466 0.529 -0.305  -0.049
O1 -1.320 -0.740 0.062  -0.792
H1 1.090 -0.966 -1.226  0.367
H2 0.295 -1.461 0.319  0.399
H3 1.243 1.219 -0.061  0.194
H4 0.875 0.452 1.514  0.217
H5 -0.520 0.648 -1.360  0.200
H6 -1.319 1.512 -0.102  0.145
H7 -1.717 -0.642 0.928  0.467

Highest occupied orbital energy = -8.8 eV
HOMO-LUMO gap = 9.73 eV
DFT total energy = -5721.8792 eV
Structure (SMILES) = NCCO
E_LUMO = 0.94 eV
Energy relative to the best compared isomer or geometry (same formula, charge and spin) = 3.3623 eV

---

2 unconnected molecules or ions with the total composition C2H7NO2 at a distorted geometry. Source: the OMol25 dataset; level of theory: ωB97M-V/def2-TZVPD.

Last column: natural (NBO) charge in e.
Positions of all 12 atoms, in Å:
N1 0.087 -1.128 0.792  -0.843
C1 1.056 -0.674 -0.283  -0.332
C2 0.315 -0.087 -1.371  0.405
O1 0.218 -0.559 -2.511  -0.524
H1 -0.193 -2.118 0.645  0.379
H2 -0.676 -0.509 1.097  0.351
H3 1.902 -1.339 -0.381  0.233
H4 1.454 0.281 0.091  0.208
H5 -0.216 0.865 -1.113  0.119
O2 -1.054 1.964 1.128  -0.904
H6 -1.690 2.207 0.563  0.462
H7 -1.203 1.097 1.344  0.447

Highest occupied orbital energy = -9.4 eV
HOMO-LUMO gap = 9.99 eV
DFT total energy = -7770.8614 eV
Structure (SMILES) = NCC=O.O
E_LUMO = 0.58 eV
Energy relative to the best compared isomer or geometry (same formula, charge and spin) = 2.6643 eV

---

2 unconnected molecules or ions with the total composition C2H7NO2. Source: the OMol25 dataset; level of theory: ωB97M-V/def2-TZVPD.

Last column: natural (NBO) charge in e.
Positions of all 12 atoms, in Å:
O1 1.925 -1.010 0.315  -0.666
C1 1.859 -0.203 1.216  0.651
O2 0.968 0.744 1.334  -0.719
H1 2.531 -0.277 2.089  0.095
H2 0.332 0.709 0.416  0.476
C2 -1.572 -0.254 -0.546  -0.415
N1 -0.321 0.451 -0.843  -0.825
H3 -1.333 -1.147 0.041  0.215
H4 -2.208 0.396 0.066  0.201
H5 -2.119 -0.542 -1.439  0.189
H6 0.408 -0.161 -1.254  0.416
H7 -0.469 1.295 -1.395  0.382

Highest occupied orbital energy = -9.9 eV
HOMO-LUMO gap = 10.68 eV
DFT total energy = -7772.7698 eV
Structure (SMILES) = O=CO.CN
E_LUMO = 0.83 eV
Energy relative to the best compared isomer or geometry (same formula, charge and spin) = 0.7560 eV

---

2 unconnected molecules or ions with the total composition C2H7NO2 at a distorted geometry. Source: the OMol25 dataset; level of theory: ωB97M-V/def2-TZVPD.

Last column: natural (NBO) charge in e.
Positions of all 12 atoms, in Å:
N1 -0.912 -0.519 1.675  -0.832
C1 -0.315 0.801 1.443  -0.329
C2 -0.163 1.419 0.086  0.439
O1 -0.067 0.698 -0.858  -0.543
H1 -0.938 -0.995 0.805  0.363
H2 -0.481 -1.104 2.342  0.371
H3 0.693 0.768 1.867  0.218
H4 -0.839 1.584 2.159  0.188
H5 0.115 2.491 0.125  0.127
O2 1.260 -1.816 -2.173  -0.927
H6 0.361 -2.233 -2.422  0.455
H7 0.798 -1.262 -1.529  0.471

Highest occupied orbital energy = -9.7 eV
HOMO-LUMO gap = 10.37 eV
DFT total energy = -7771.3389 eV
Structure (SMILES) = NCC=O.O
E_LUMO = 0.63 eV
Energy relative to the best compared isomer or geometry (same formula, charge and spin) = 2.1868 eV

---

A molecular structure, C2H7NO2 at a distorted geometry. Source: the OMol25 dataset; level of theory: ωB97M-V/def2-TZVPD.

Last column: natural (NBO) charge in e.
Positions of all 12 atoms, in Å:
O1 -0.288 0.945 1.005  -0.746
C1 -1.075 1.145 -0.015  0.797
O2 -2.110 1.785 -0.056  -0.614
C2 -0.605 0.478 -1.335  -0.753
H1 -1.146 0.897 -2.198  0.241
H2 0.481 0.537 -1.539  0.200
H3 -0.783 -0.625 -1.351  0.206
N1 1.122 -1.036 1.177  -0.995
H4 0.323 -0.010 1.094  0.471
H5 1.261 -1.165 0.165  0.394
H6 2.123 -1.066 1.520  0.403
H7 0.697 -1.886 1.532  0.396

Highest occupied orbital energy = -9.2 eV
HOMO-LUMO gap = 9.37 eV
DFT total energy = -7772.5529 eV
E_LUMO = 0.14 eV
Energy relative to the best compared isomer or geometry (same formula, charge and spin) = 0.9729 eV

---

2 unconnected molecules or ions with the total composition C2H7NO2. Source: the OMol25 dataset; level of theory: ωB97M-V/def2-TZVPD.

Last column: natural (NBO) charge in e.
Positions of all 12 atoms, in Å:
C1 -1.233 -1.208 -1.581  -0.723
C2 -0.573 -0.563 -0.385  0.797
O1 -1.139 -0.344 0.661  -0.632
O2 0.700 -0.218 -0.621  -0.712
H1 -0.566 -1.247 -2.436  0.228
H2 -2.106 -0.621 -1.867  0.237
H3 -1.557 -2.203 -1.283  0.239
H4 1.075 0.156 0.239  0.519
N1 1.408 1.367 1.608  -1.080
H5 1.596 2.318 1.312  0.370
H6 0.436 1.349 1.915  0.388
H7 1.961 1.215 2.438  0.370

Highest occupied orbital energy = -10.1 eV
HOMO-LUMO gap = 10.95 eV
DFT total energy = -7773.5249 eV
Structure (SMILES) = CC(=O)O.N
E_LUMO = 0.86 eV
Energy relative to the best compared isomer or geometry (same formula, charge and spin) = 0.0008 eV

---

2 unconnected molecules or ions with the total composition C2H7NO2. Source: the OMol25 dataset; level of theory: ωB97M-V/def2-TZVPD.

Last column: natural (NBO) charge in e.
Positions of all 12 atoms, in Å:
C1 -0.369 -0.346 -1.703  -0.717
C2 0.967 -0.199 -1.036  0.666
N1 0.966 0.227 0.246  -0.834
O1 2.007 -0.461 -1.616  -0.629
H1 -0.207 -0.904 -2.610  0.242
H2 -0.736 0.617 -2.069  0.233
H3 -1.115 -0.776 -1.048  0.214
H4 0.126 0.400 0.790  0.416
H5 1.886 0.391 0.620  0.402
O2 -0.907 0.481 2.620  -0.965
H6 -1.423 1.000 3.241  0.490
H7 -1.196 -0.431 2.566  0.484

Highest occupied orbital energy = -9.5 eV
HOMO-LUMO gap = 9.95 eV
DFT total energy = -7773.1655 eV
Structure (SMILES) = CC(N)=O.O
E_LUMO = 0.44 eV
Energy relative to the best compared isomer or geometry (same formula, charge and spin) = 0.3603 eV